Density functional theory data (ωB97M-V/def2-TZVPD) for C20H18CoN6O5SSe as an isolated structure.

Calculated values
Multiplicity   2
Charge   -2
Orbital gap (spin up / spin down)   5.71 / 5.64 eV
Electronic energy   -154022.7555 eV
HOMO level (spin up / spin down)   -0.0548 / -0.0523 Eh
F_max   0.52 eV/A

Atoms and positions in Å:
Co: 0.44 -2.46 -0.39
N: -1.84 -5.10 -2.95
C: -1.26 -4.23 -2.01
S: 0.42 -4.36 -1.72
N: -2.11 -3.44 -1.42
N: -1.49 -2.58 -0.50
C: -2.31 -2.00 0.29
C: -1.98 -0.97 1.26
C: -3.04 -0.41 1.98
C: -2.85 0.61 2.90
C: -1.55 1.08 3.09
C: -0.49 0.55 2.40
C: -0.65 -0.50 1.45
O: 0.37 -0.94 0.81
H: -1.18 -5.36 -3.66
H: -2.69 -4.71 -3.32
H: -3.36 -2.26 0.18
H: -4.04 -0.80 1.81
H: -3.69 1.03 3.45
H: -1.37 1.88 3.80
H: 0.52 0.92 2.54
O: 2.58 -0.31 -3.32
C: 2.00 -0.91 -2.40
O: 0.79 -1.24 -2.30
C: 2.88 -1.33 -1.21
C: 4.16 -0.83 -1.02
C: 4.87 -1.22 0.11
C: 4.30 -2.10 1.01
C: 3.02 -2.57 0.76
N: 2.36 -2.18 -0.33
C: 2.27 -3.52 1.72
O: 2.95 -3.96 2.67
O: 1.08 -3.73 1.41
H: 4.55 -0.15 -1.77
H: 5.87 -0.83 0.28
H: 4.80 -2.44 1.91
C: 1.54 4.06 -0.82
N: 0.11 4.21 -0.63
C: -0.54 5.30 -0.10
C: -1.84 4.96 0.02
N: -1.98 3.67 -0.44
C: -3.15 2.83 -0.32
C: -0.76 3.17 -0.83
Se: -0.37 1.50 -1.40
H: 2.00 5.04 -0.75
H: 1.73 3.61 -1.79
H: 1.95 3.39 -0.06
H: -0.04 6.22 0.12
H: -2.68 5.53 0.38
H: -4.02 3.47 -0.19
H: -3.05 2.15 0.53
H: -3.25 2.23 -1.23

Density functional theory data (ωB97M-V/def2-TZVPD) for a 15-piece molecular cluster, C58H153N7O30 overall in a non-equilibrium geometry.

Calculated values
Energy above the lowest of the compared OMol25 structures with the same formula, charge and spin   37.48 kcal/mol
Charge   0
Orbital gap   8.63 eV
Electronic energy   -134465.7879 eV
HOMO level   -0.3140 Eh
F_max   3.09 eV/A

Atoms and positions in Å:
C: -7.13 -0.60 3.11
C: -6.72 -1.30 1.81
O: -5.37 -1.69 1.72
O: -6.47 0.63 3.30
H: -6.94 -1.25 3.98
H: -8.22 -0.49 3.18
H: -6.95 -0.60 1.00
H: -7.32 -2.20 1.63
H: -4.91 -1.03 1.18
H: -5.97 0.53 4.13
C: -0.25 -2.23 -4.82
C: 0.44 -3.11 -5.89
O: 0.03 -4.46 -5.70
O: -0.03 -2.74 -3.50
H: -1.32 -2.35 -5.00
H: 0.07 -1.20 -4.94
H: 1.52 -2.98 -5.89
H: 0.13 -2.66 -6.83
H: 0.69 -4.85 -5.12
H: 0.89 -2.51 -3.31
C: -4.79 -2.14 -6.05
C: -4.67 -2.75 -4.66
O: -4.76 -4.15 -4.56
O: -4.74 -0.75 -6.11
H: -5.67 -2.56 -6.54
H: -4.00 -2.54 -6.71
H: -5.50 -2.33 -4.07
H: -3.78 -2.37 -4.14
H: -4.06 -4.39 -3.94
H: -3.93 -0.46 -5.66
C: 3.86 1.93 0.44
C: 2.34 1.96 0.65
O: 1.63 1.61 -0.54
O: 4.20 3.00 -0.43
H: 4.04 0.95 -0.02
H: 4.45 1.98 1.35
H: 2.07 2.97 0.96
H: 2.09 1.18 1.36
H: 1.11 0.82 -0.32
H: 3.72 2.82 -1.25
C: -1.59 -6.14 -1.63
C: -2.09 -5.66 -2.99
O: -2.47 -4.29 -2.77
O: -0.34 -5.56 -1.37
H: -1.50 -7.24 -1.65
H: -2.38 -5.92 -0.91
H: -2.93 -6.23 -3.40
H: -1.27 -5.70 -3.70
H: -1.67 -3.75 -2.70
H: 0.10 -5.96 -0.60
C: -2.02 2.44 -4.03
C: -3.14 1.43 -4.22
O: -2.53 0.26 -4.83
O: -1.06 2.01 -3.06
H: -2.46 3.41 -3.82
H: -1.54 2.55 -5.00
H: -3.88 1.71 -4.97
H: -3.64 1.07 -3.32
H: -1.65 0.29 -4.41
H: -0.18 2.04 -3.43
C: 7.43 0.08 -2.19
C: 8.37 -0.18 -0.97
O: 8.53 0.93 -0.11
O: 6.10 0.11 -1.63
H: 7.67 -0.72 -2.89
H: 7.60 1.13 -2.44
H: 9.34 -0.42 -1.41
H: 7.89 -1.00 -0.42
H: 7.70 0.98 0.38
H: 5.56 0.75 -2.10
C: 4.38 0.06 -4.39
C: 2.93 -0.44 -4.12
O: 2.03 0.50 -4.62
O: 4.63 1.42 -4.00
H: 4.49 -0.02 -5.48
H: 5.12 -0.59 -3.93
H: 2.71 -0.65 -3.07
H: 2.75 -1.41 -4.58
H: 1.93 1.23 -4.01
H: 5.18 1.69 -4.74
C: 0.23 -7.55 1.91
O: 0.56 -6.62 0.90
C: 1.42 -5.54 1.33
C: 1.55 -5.06 2.75
N: 0.45 -4.19 3.18
C: 0.39 -4.17 4.64
C: 1.60 -3.53 5.39
O: 2.51 -4.61 5.56
C: 3.83 -4.18 5.82
H: -0.54 -7.13 2.57
H: 1.02 -7.86 2.60
H: -0.08 -8.45 1.38
H: 1.45 -4.75 0.59
H: 2.38 -6.06 1.13
H: 2.50 -4.51 2.72
H: 1.77 -5.84 3.48
H: -0.45 -4.57 2.91
H: 0.16 -5.12 5.13
H: -0.49 -3.57 4.92
H: 1.35 -3.18 6.40
H: 2.12 -2.70 4.91
H: 4.18 -3.63 4.94
H: 4.49 -5.05 5.89
H: 4.00 -3.58 6.72
C: 8.36 -6.31 -5.54
O: 9.33 -5.72 -4.72
C: 9.10 -6.04 -3.35
C: 7.79 -5.37 -2.81
N: 7.62 -5.45 -1.36
C: 8.79 -4.95 -0.67
C: 8.39 -4.60 0.79
O: 7.33 -3.66 0.83
C: 6.47 -3.81 1.91
H: 8.40 -7.40 -5.47
H: 8.40 -6.11 -6.61
H: 7.36 -5.98 -5.24
H: 9.96 -5.68 -2.79
H: 9.12 -7.13 -3.23
H: 6.90 -5.72 -3.34
H: 7.80 -4.32 -3.14
H: 6.77 -4.97 -1.08
H: 9.21 -4.00 -1.02
H: 9.50 -5.77 -0.62
H: 9.25 -4.21 1.34
H: 8.09 -5.55 1.24
H: 5.95 -4.76 2.06
H: 5.69 -3.05 1.88
H: 7.09 -3.59 2.79
C: 1.68 0.04 3.89
O: 1.68 1.45 3.70
C: 2.66 2.14 4.48
C: 2.30 3.61 4.32
N: 3.33 4.47 4.87
C: 2.96 5.89 4.74
C: 4.08 6.82 5.18
O: 4.28 6.72 6.56
C: 5.39 7.48 6.97
H: 1.04 -0.35 3.10
H: 1.26 -0.17 4.88
H: 2.66 -0.43 3.74
H: 3.66 2.02 4.05
H: 2.70 1.86 5.53
H: 1.40 3.85 4.90
H: 2.18 3.92 3.28
H: 3.64 4.33 5.83
H: 2.01 6.05 5.25
H: 2.90 6.13 3.67
H: 3.97 7.84 4.79
H: 4.94 6.53 4.56
H: 6.36 7.04 6.74
H: 5.31 7.67 8.04
H: 5.37 8.51 6.59
C: -4.34 -0.25 -1.24
O: -3.62 -1.14 -0.42
C: -2.34 -1.48 -0.88
C: -1.30 -0.39 -0.56
N: 0.12 -0.81 -0.64
C: 0.44 -1.91 0.24
C: 1.95 -2.10 0.37
O: 2.49 -2.38 -0.91
C: 3.87 -2.13 -1.02
H: -4.57 -0.59 -2.25
H: -4.03 0.80 -1.23
H: -5.32 -0.29 -0.75
H: -2.32 -1.72 -1.95
H: -2.04 -2.45 -0.47
H: -1.38 0.09 0.41
H: -1.37 0.31 -1.39
H: 0.35 -1.03 -1.60
H: 0.03 -2.85 -0.16
H: 0.15 -1.71 1.27
H: 2.22 -2.72 1.23
H: 2.30 -1.12 0.73
H: 4.25 -2.00 -2.03
H: 4.38 -3.06 -0.74
H: 4.20 -1.21 -0.53
C: -2.02 3.47 2.58
O: -2.79 4.03 1.53
C: -2.69 3.37 0.28
C: -3.00 4.23 -0.92
N: -1.87 5.12 -1.24
C: -1.91 6.44 -0.60
C: -1.37 7.58 -1.46
O: -1.44 8.82 -0.81
C: -0.84 9.83 -1.58
H: -1.21 4.17 2.83
H: -1.41 2.62 2.24
H: -2.62 3.40 3.48
H: -3.51 2.64 0.26
H: -1.75 2.82 0.14
H: -3.90 4.81 -0.70
H: -3.23 3.62 -1.79
H: -1.00 4.71 -0.93
H: -1.56 6.46 0.44
H: -2.95 6.74 -0.47
H: -1.89 7.64 -2.42
H: -0.33 7.38 -1.77
H: 0.12 9.52 -2.01
H: -0.60 10.74 -1.03
H: -1.51 10.10 -2.41
C: -4.24 3.98 -7.21
O: -5.02 5.09 -6.84
C: -5.10 5.39 -5.46
C: -6.16 4.56 -4.70
N: -5.72 4.05 -3.37
C: -6.53 2.95 -2.92
C: -8.02 3.29 -2.66
O: -8.10 4.31 -1.69
C: -8.13 3.82 -0.37
H: -3.22 4.11 -6.83
H: -4.07 3.93 -8.29
H: -4.64 3.06 -6.77
H: -5.56 6.38 -5.50
H: -4.15 5.48 -4.94
H: -6.41 3.67 -5.29
H: -7.15 5.00 -4.54
H: -6.02 4.77 -2.71
H: -6.14 2.54 -1.97
H: -6.39 2.08 -3.58
H: -8.57 2.40 -2.33
H: -8.52 3.67 -3.55
H: -8.83 2.98 -0.29
H: -8.47 4.51 0.40
H: -7.15 3.48 -0.03
C: -1.98 -0.92 3.34
O: -2.62 -0.39 4.50
C: -3.47 -1.42 5.01
C: -4.15 -0.91 6.32
N: -5.05 0.21 6.07
C: -4.37 1.54 5.90
C: -4.19 2.19 7.27
O: -5.35 2.74 7.84
C: -5.97 3.75 7.06
H: -2.67 -1.40 2.64
H: -1.33 -1.77 3.61
H: -1.31 -0.24 2.83
H: -2.99 -2.41 5.04
H: -4.25 -1.55 4.25
H: -3.39 -0.88 7.11
H: -4.81 -1.74 6.59
H: -5.61 0.21 6.92
H: -4.71 2.12 5.05
H: -3.35 1.22 5.69
H: -3.43 2.98 7.17
H: -3.76 1.43 7.92
H: -5.25 4.54 6.87
H: -6.83 4.09 7.64
H: -6.38 3.38 6.12